Record 1
A single C4H4N2O molecule. Source: the OMol25 dataset; level of theory: ωB97M-V with the def2-TZVPD basis set.

CARTESIAN COORDINATES (ANGSTROEM)
N1 -0.94941 1.58735 2.03545
C1 -0.96508 0.89460 1.02511
C2 -0.88274 0.03924 0.02890
C3 0.20250 0.10655 -0.97523
C4 1.24851 -0.72750 -1.05360
N2 1.58671 -1.72120 -0.07520
O1 0.64290 -2.19236 0.52008
H1 -1.48206 2.45434 1.99153
H2 -1.60261 -0.77189 -0.00269
H3 0.16858 0.91722 -1.70293
H4 2.03271 -0.58635 -1.79143

Atoms 1-3, force components in eV/Å:
-0.03 -0.30 -0.55
-0.03 0.19 0.24
0.00 0.10 0.22

Calculated values
Molar mass (Da): 96.09
Structure (SMILES): N=C=C/C=C\N=O
Gap between HOMO and LUMO (alpha / beta) (eV): 8.17 / 8.17
Energy above the lowest of the compared OMol25 structures with the same formula, charge and spin (eV): 4.604
E_tot (eV): -9235.8834
E_HOMO (alpha / beta) (eV): -8.808 / -8.810


Record 2
4 unconnected molecules or ions with the total composition C16H34IN3O5Si in a non-equilibrium geometry. Source: the OMol25 dataset; level of theory: ωB97M-V with the def2-TZVPD basis set.

CARTESIAN COORDINATES (ANGSTROEM)
C1 2.14653 1.08895 -0.40129
Si1 1.77697 -0.77004 -0.78431
C2 2.61206 -1.11318 -2.49967
C3 2.52971 -1.78549 0.65195
C4 -0.13222 -1.15948 -0.83181
I1 -0.49942 -3.32538 -0.44977
C5 -0.77948 -0.43115 0.47893
C6 -1.55475 0.73181 -0.32161
C7 -1.66002 0.24440 -1.85388
O1 -2.39142 0.75348 -2.74621
O2 -0.82864 -0.92071 -2.09665
H1 2.39147 1.66246 -1.37030
H2 3.10096 1.11172 0.25657
H3 1.30152 1.62820 0.14536
H4 2.26328 -0.24594 -3.18314
H5 2.34481 -2.13067 -2.93822
H6 3.73917 -0.96580 -2.31650
H7 1.75104 -2.28328 1.34161
H8 3.26691 -2.56871 0.27107
H9 3.11488 -1.06017 1.33692
H10 0.02334 -0.16292 1.24093
H11 -1.61125 -1.13615 0.80752
H12 -2.53645 1.00821 0.21426
H13 -0.88391 1.65092 -0.10359
C8 -3.67972 -3.48114 -6.19697
N1 -2.47893 -4.22102 -5.87594
C9 -1.60016 -4.00192 -4.85787
C10 -1.87268 -2.85513 -3.92265
O3 -0.62424 -4.73030 -4.72796
H14 -4.52682 -4.17046 -6.16259
H15 -3.58017 -3.08946 -7.21207
H16 -3.85410 -2.65834 -5.50695
H17 -2.22862 -5.00681 -6.45961
H18 -1.08710 -2.80876 -3.16634
H19 -1.87592 -1.91329 -4.47541
H20 -2.83005 -3.00301 -3.41754
C11 -5.49332 3.38721 4.10963
N2 -4.56344 2.36457 3.68126
C12 -3.65770 2.42053 2.66851
C13 -3.57546 3.68837 1.86181
O4 -2.93966 1.45429 2.43762
H21 -5.28564 3.62272 5.15584
H22 -6.50572 2.98520 4.02917
H23 -5.41488 4.29283 3.51216
H24 -4.55866 1.48284 4.17492
H25 -2.80921 3.57892 1.09377
H26 -4.53136 3.88345 1.37130
H27 -3.30152 4.52597 2.50672
C14 5.04174 2.45294 4.26521
N3 4.73207 1.94026 2.94798
C15 5.09112 0.74710 2.40260
C16 5.91619 -0.19344 3.23801
O5 4.74108 0.46713 1.26140
H28 4.10196 2.65194 4.78512
H29 5.58947 3.39066 4.14785
H30 5.63829 1.75590 4.84959
H31 4.18028 2.51540 2.32656
H32 6.12093 -1.09899 2.66635
H33 6.86808 0.27369 3.49900
H34 5.36881 -0.47095 4.14136

Atoms 1-3, force components in eV/Å:
0.36 0.70 0.02
0.86 -0.06 -0.58
-0.07 0.74 0.16

Calculated values
Molar mass (Da): 503.45
Structure (SMILES): C[Si](C)(C)[C@@]1(I)CCC(=O)O1.CNC(C)=O.CNC(C)=O.CNC(C)=O
Gap between HOMO and LUMO (eV): 9.27
E_tot (eV): -47829.5647
E_HOMO (eV): -8.775


Record 3
A gas-phase ion, C7H14F3N4O (charge +1) in a non-equilibrium geometry. Source: the OMol25 dataset; level of theory: ωB97M-V with the def2-TZVPD basis set.

CARTESIAN COORDINATES (ANGSTROEM)
C1 -2.90455 -3.03970 -0.82695
C2 -2.01421 -2.59155 0.34226
C3 -1.03136 -1.55591 -0.17158
C4 -0.25585 -0.91660 0.93166
C5 0.69101 0.16127 0.41904
N1 0.40723 1.41358 0.65785
N2 1.32914 2.35873 0.22847
C6 0.83429 3.56985 0.03612
N3 1.79099 4.41030 -0.42181
N4 -0.42880 3.81569 0.10125
O1 1.81625 -0.24608 -0.14184
C7 2.46767 -1.54041 -0.07733
F1 3.52113 -1.43510 -0.85458
F2 1.69669 -2.53429 -0.41449
F3 3.00595 -1.75879 1.12241
H1 -3.45004 -2.19039 -1.24007
H2 -3.57131 -3.76426 -0.61472
H3 -2.15191 -3.26790 -1.73767
H4 -2.67501 -2.07764 1.16144
H5 -1.50042 -3.47882 0.70815
H6 -0.39713 -2.11003 -0.96786
H7 -1.67712 -0.81813 -0.65024
H8 0.33681 -1.66738 1.36209
H9 -0.77402 -0.38748 1.78025
H10 2.39233 2.22058 0.26238
H11 1.49713 5.34036 -0.75420
H12 2.73009 4.28672 -0.86682
H13 -0.69671 4.83510 0.17260
H14 -0.98827 2.96830 0.45419

Atoms 1-3, force components in eV/Å:
4.07 2.90 -2.65
-1.72 0.56 0.66
-0.84 -0.99 -1.32

Calculated values
Molar mass (Da): 227.21
Structure (SMILES): CCCC/C(=N/[NH+]=C(N)N)OC(F)(F)F
Gap between HOMO and LUMO (eV): 10.49
Net charge: +1
Energy above the lowest of the compared OMol25 structures with the same formula, charge and spin (eV): 1.121
E_tot (eV): -23639.1273
E_HOMO (eV): -13.393